# 1
Density functional theory data (wB97M-V/def2-TZVPD) for a cluster of 2 separate species, C4H11NO3 in total in a non-equilibrium geometry.

Last column: natural (NBO) charge in e.
Atoms and positions in Å:
C 1.7637 -0.1307 1.9391  -0.60
C 0.9449 -0.6974 0.7954  -0.52
C 0.6024 0.3967 -0.2185  0.71
O 0.9101 1.5638 -0.0604  -0.64
N -0.0656 0.0143 -1.3513  -0.65
C -0.7412 -1.2530 -1.5115  0.09
O -1.9832 -1.2708 -0.8211  -0.73
H 1.3271 0.7637 2.3707  0.22
H 1.9109 -0.8866 2.7046  0.21
H 2.7488 0.1949 1.6038  0.21
H -0.0005 -1.0819 1.1584  0.24
H 1.5541 -1.4225 0.2661  0.22
H -0.1245 0.6708 -2.1114  0.40
H -0.8742 -1.4363 -2.5698  0.17
H -0.1536 -2.0424 -1.0574  0.18
H -2.3232 -0.3614 -0.8035  0.49
O -2.0586 1.9953 -0.2009  -0.96
H -2.2320 2.7051 0.4284  0.47
H -1.2053 2.2787 -0.5609  0.48

Summary:
- Total charge: 0
- LUMO energy: 0.77 eV
- Frontier orbital gap: 10.81 eV
- Structure (SMILES): CCC(=O)NCO.O
- DFT total energy: -439.50096 Eh
- HOMO level: -10.05 eV

***

# 2
Density functional theory data (wB97M-V/def2-TZVPD) for the ion C4H11NO3PS with charge +1 in a non-equilibrium geometry.

Last column: natural (NBO) charge in e.
Atoms and positions in Å:
O -1.5456 0.3808 2.5860  -0.96
P -1.3782 -0.5038 1.2884  1.80
O -2.3496 -0.0151 0.1224  -0.97
S -1.6672 -2.3799 1.6184  -0.55
C 0.3712 -0.2925 0.7734  -0.46
C 0.8840 1.1536 0.6274  -0.10
O 0.8463 1.7210 -0.6668  -0.50
C 0.4870 0.8505 -1.7138  -0.09
C 1.2110 -0.4567 -1.5905  -0.25
N 0.5811 -1.1806 -0.4249  -0.51
H -2.5095 0.4352 2.7468  0.53
H -2.2436 0.9243 -0.1190  0.52
H 0.9155 -0.7353 1.5919  0.29
H 0.2637 1.7617 1.2769  0.22
H 1.8827 1.2295 1.0358  0.21
H -0.5924 0.7104 -1.7465  0.17
H 0.8176 1.3134 -2.6303  0.24
H 2.2640 -0.3342 -1.3911  0.24
H 1.0436 -1.0564 -2.4713  0.24
H -0.3445 -1.4847 -0.7481  0.46
H 1.0629 -2.0413 -0.1650  0.46

Summary:
- Total charge: +1
- LUMO energy: -3.38 eV
- Frontier orbital gap: 9.55 eV
- Structure (SMILES): OP(O)(=S)[C@@H]1COCC[NH2+]1
- DFT total energy: -1178.82875 Eh
- HOMO level: -12.93 eV

***

# 3
Density functional theory data (wB97M-V/def2-TZVPD) for a structure of composition C4H11NOP in a non-equilibrium geometry.

Last column: natural (NBO) charge in e.
Atoms and positions in Å:
C -0.8991 1.6131 -0.7142  -0.30
C -1.6783 1.7910 0.6146  -0.23
C -0.5088 -0.3980 0.8618  -0.51
C 2.9969 -1.0238 -0.1481  0.36
N -1.4285 0.4816 0.0833  -0.48
O 1.9195 -1.1838 -0.6896  -0.61
P -0.3955 -1.4884 -0.5598  0.99
H -1.4262 2.0270 -1.6123  0.26
H 0.1289 1.8072 -0.4374  0.21
H -1.1322 1.9984 1.6211  0.21
H -2.7599 2.2618 0.5565  0.24
H 0.4496 0.1767 1.2328  0.24
H -1.0501 -0.7973 1.6809  0.27
H 3.5858 -1.8600 0.0252  0.14
H 3.3707 -0.0295 0.1896  0.14
H -1.5277 -2.0638 -0.8853  0.01
H 0.4171 -2.5558 -0.2507  0.04
H -0.0620 -0.7565 -1.5686  0.04

Summary:
- Total charge: +1
- LUMO energy: -3.84 eV
- Frontier orbital gap: 9.65 eV
- DFT total energy: -629.93743 Eh
- HOMO level: -13.49 eV

***

# 4
Density functional theory data (wB97M-V/def2-TZVPD) for a cluster of 2 separate species, C4H11NOS in total in a non-equilibrium geometry.

Last column: natural (NBO) charge in e.
Atoms and positions in Å:
C -1.7528 0.1873 2.8603  -0.71
C -1.0661 -1.0710 2.4227  0.68
N -1.1207 -1.3070 1.0589  -0.87
O -0.6588 -1.8985 3.2100  -0.59
H -1.4703 0.4497 3.8818  0.23
H -2.8199 -0.0392 2.9375  0.24
H -1.6505 1.0073 2.1648  0.22
H -1.0461 -2.2534 0.7210  0.40
H -0.7006 -0.5471 0.5232  0.40
C 1.6584 1.9931 -1.7664  -0.75
S 0.4479 0.7020 -1.6896  0.16
C 1.0151 -0.7537 -2.5841  -0.75
H 2.3912 1.8992 -0.9736  0.22
H 1.1738 2.9583 -1.7824  0.24
H 2.2724 1.8799 -2.6655  0.22
H 1.9790 -0.6151 -3.0581  0.23
H 0.2922 -0.9931 -3.3661  0.23
H 1.0559 -1.5988 -1.8943  0.22

Summary:
- Total charge: 0
- LUMO energy: 0.79 eV
- Frontier orbital gap: 9.59 eV
- Structure (SMILES): CC(N)=O.CSC
- DFT total energy: -687.18160 Eh
- HOMO level: -8.80 eV

***

> Which of these has the highest DFT total energy?

C4H11NO3

***

> Which of these has the highest HOMO level?

C4H11NOS

***

> DFT total energy of number 1 (C4H11NO3)?

-439.50096 Eh